[1]
22
Properties=species:S:1:pos:R:3 method="wB97M-V/def2-TZVPD" smiles=CC[C@@H](C)NC.O total_energy_ev=-8965.5294 homo_ev=-8.660 charge=0 multiplicity=1
C -1.36 1.28 -1.32
N -1.13 -0.09 -0.87
C 2.23 0.73 0.50
C 0.76 0.36 0.65
C 0.24 -0.42 -0.56
C 0.36 -1.93 -0.30
H -1.81 1.84 -0.50
H -1.94 1.33 -2.23
H -0.41 1.80 -1.51
H -1.58 -0.78 -1.46
H 2.90 -0.15 0.49
H 2.63 1.23 1.37
H 2.46 1.34 -0.37
H 0.56 -0.20 1.55
H 0.26 1.31 0.77
H 0.89 -0.21 -1.39
H -0.30 -2.52 -0.94
H 1.38 -2.24 -0.52
H 0.08 -2.23 0.71
H -1.77 -0.32 2.71
H -2.31 -0.34 1.23
O -2.16 0.21 2.00

=====

[2]
22
Properties=species:S:1:pos:R:3 method="wB97M-V/def2-TZVPD" smiles=CCCN.CCO total_energy_ev=-8965.4079 homo_ev=-9.083 charge=0 multiplicity=1
C -0.26 2.32 -0.12
O -1.25 1.56 0.49
C 0.88 2.71 0.82
H -0.75 3.23 -0.50
H 0.16 1.81 -0.99
H 1.71 3.19 0.29
H 1.28 1.84 1.33
H 0.52 3.40 1.59
C 0.16 -1.53 0.56
C -0.22 -1.26 -0.89
C 0.20 -2.36 -1.85
N -0.65 -0.69 1.47
H 0.02 -2.59 0.78
H 1.19 -1.22 0.74
H 0.19 -0.31 -1.22
H -1.31 -1.20 -0.92
H 1.23 -2.24 -2.19
H 0.15 -3.36 -1.42
H -0.43 -2.37 -2.74
H -0.99 0.62 0.79
H -1.57 -1.08 1.60
H -0.26 -0.47 2.37

=====

[3]
22
Properties=species:S:1:pos:R:3 method="wB97M-V/def2-TZVPD" total_energy_ev=-8958.2205 homo_ev=-7.226 charge=0 multiplicity=1
C 1.91 -1.40 1.44
C 1.40 -0.29 2.25
N -0.48 -0.91 -0.75
C -1.07 1.30 0.22
C -0.10 0.46 -0.70
C 0.15 1.24 -2.02
H 0.79 -0.78 1.14
H 1.97 -2.45 1.72
H 2.83 -1.15 0.90
H 1.22 -0.74 3.21
H 2.12 0.51 2.13
H 0.39 -1.45 -0.76
H -2.06 1.36 -0.24
H -1.18 0.89 1.22
H -0.78 2.35 0.11
H 0.83 0.52 -0.07
H -0.81 1.33 -2.51
H 0.47 2.23 -1.70
H 0.80 0.66 -2.69
H -2.08 -1.06 -0.64
H -3.27 -1.66 -1.42
O -3.07 -0.92 -0.85